No. 1
The following is a DFT calculation (ωB97M-V/def2-TZVPD) of C20H51BCl2GaO11P2Si as an isolated structure at a distorted geometry.

As for the largest force on an atom: 9.4 eV/Å. The frontier orbital gap is 0.1514 Ha. Its energy is -5462.53354 Ha. As for the HOMO energy: -4.1871 eV.

```
! RIJCOSX wB97M-V def2-TZVPD def2/J DEFGRID3
* xyz -1 1
C -2.89258 2.30541 -0.12742
O -1.73404 2.75551 -0.81430
C -0.51225 2.44957 -0.08539
Ga -0.01066 0.45187 0.04194
B 2.09777 0.27751 -0.05648
O 2.79361 -0.97376 0.11980
O 2.81001 1.49529 -0.34480
C -0.79335 -0.74410 -1.45506
Cl 0.60413 -1.61270 -2.27848
C -1.59682 0.02764 -2.56832
C -0.73615 1.12242 -3.34086
Cl -2.04795 -1.25048 -3.86741
Si -0.60635 -0.36077 2.23462
C -1.69439 -1.95081 2.15780
C -1.58911 0.98312 3.22804
C 1.00208 -0.66685 3.24627
H -3.44443 3.14113 0.41366
H -3.60962 1.92192 -0.91749
H -2.69424 1.49392 0.62354
H -0.65359 2.81852 0.98769
H 0.35414 3.05783 -0.49076
H 2.08090 -1.62254 0.23220
H 3.74581 1.25609 -0.50349
H -1.46555 -1.51939 -0.97474
H -2.59606 0.41822 -2.21993
H -0.57671 0.88094 -4.42701
H 0.21279 1.25840 -2.75747
H -1.34295 2.07782 -3.30208
H -2.78658 -1.67900 2.21543
H -1.40994 -2.57572 3.06796
H -1.47693 -2.59909 1.25599
H -2.65539 1.08722 2.88716
H -1.62842 0.76160 4.33937
H -1.04206 1.97111 3.13769
H 0.75763 -0.69749 4.35203
H 1.50334 -1.65269 3.00549
H 1.68816 0.20036 3.04574
O -0.42797 -4.75013 5.96233
P 0.24069 -5.89404 5.19845
O 0.14895 -7.04170 6.40448
C -1.08539 -7.27943 7.06651
C -2.02295 -8.13332 6.22983
O 1.79934 -5.34728 5.39025
C 2.05055 -3.93836 5.38248
C 2.22151 -3.42833 6.80482
O 0.84615 -7.04024 4.10170
C 1.84939 -7.97651 4.50143
C 1.26016 -9.37658 4.55722
H -1.57265 -6.34116 7.33995
H -0.85785 -7.79846 8.00134
H -2.09306 -7.75897 5.20477
H -3.02123 -8.15439 6.67214
H -1.66275 -9.16321 6.17876
H 1.24596 -3.40469 4.87229
H 2.96324 -3.75859 4.81203
H 1.47135 -3.83531 7.48286
H 2.17500 -2.33731 6.83312
H 3.19549 -3.73709 7.19502
H 2.29864 -7.71305 5.45608
H 2.64422 -7.94374 3.75169
H 0.23654 -9.36703 4.91914
H 1.85694 -10.02298 5.20528
H 1.23690 -9.82500 3.56103
O -0.68591 4.22012 -5.46644
P -0.08691 5.61639 -5.23571
O -0.45040 6.17792 -6.76323
C -1.77840 6.07944 -7.25824
C -2.67982 7.15913 -6.68381
O 1.47497 5.10956 -5.48339
C 1.87026 3.83669 -4.97287
C 1.86608 2.80498 -6.08930
O 0.58780 7.13091 -4.86417
C 1.42010 7.81087 -5.80532
C 0.70522 9.04336 -6.33514
H -2.19994 5.09164 -7.06079
H -1.72879 6.18751 -8.34496
H -2.57699 7.22597 -5.59719
H -3.72436 6.96024 -6.93282
H -2.42193 8.13637 -7.09829
H 1.21601 3.52658 -4.15488
H 2.87562 3.93095 -4.55886
H 0.98059 2.87816 -6.72069
H 1.93005 1.79396 -5.68069
H 2.72832 2.96211 -6.74391
H 1.72466 7.16433 -6.62499
H 2.32935 8.11339 -5.27901
H -0.35945 8.86848 -6.45642
H 1.12346 9.35110 -7.29661
H 0.80898 9.87871 -5.63819
*
```

***

No. 2
The following is a DFT calculation (ωB97M-V/def2-TZVPD) of C20H52AlB3O10S5 as an isolated structure at a distorted geometry.

As for the largest force on an atom: 5.9 eV/Å. The frontier orbital gap (spin up / spin down) is 0.1836 / 0.1326 Ha. Its energy is -3852.58205 Ha. As for the HOMO energy (spin up / spin down): -12.1700 / -12.1487 eV.

```
! RIJCOSX wB97M-V def2-TZVPD def2/J DEFGRID3
* xyz 1 2
Al 0.28409 -0.24078 0.57381
B 2.47722 0.72356 2.63398
H 3.24193 0.60230 3.38549
H 2.86396 1.20818 1.75090
H 2.20578 -0.30320 2.44339
H 1.61175 1.25670 2.99589
B 0.51002 -3.30618 1.03547
H 0.11349 -4.30349 0.92414
H -0.25652 -2.71849 1.51637
H 1.42919 -3.28596 1.60023
H 0.69431 -2.83864 0.08065
B -1.82492 -0.57004 -1.80285
H -1.62523 -0.64685 -2.86043
H -2.88383 -0.70954 -1.64956
H -1.33936 -1.43772 -1.38378
H -1.47923 0.33275 -1.32359
C -0.10453 0.14868 6.70802
C -0.63163 -1.17936 6.11167
C -1.89226 -0.94787 5.28585
S -1.46658 0.71622 4.47021
O -2.55226 1.69947 4.42102
O -0.75364 0.38167 3.23830
C -0.21586 1.26455 5.69305
H 0.91688 -0.05861 7.02720
H -0.56011 0.43426 7.65617
H -0.78627 -1.82596 6.97545
H 0.18208 -1.60143 5.52190
H -2.57926 -0.64721 6.07689
H -2.31827 -1.66276 4.58190
H -0.57458 2.16585 6.19010
H 0.67131 1.53918 5.12243
C -1.29114 3.97475 -4.24827
C -0.98194 4.82916 -2.98404
C 0.38244 4.37604 -2.40083
S 0.64293 2.62893 -2.78334
O 0.54146 1.75984 -1.59542
O 1.78685 2.46366 -3.71664
C -1.00914 2.54602 -3.72540
H -0.54977 4.20968 -5.01200
H -2.28789 4.11146 -4.66767
H -1.80795 4.74825 -2.27746
H -0.84377 5.89600 -3.15975
H 0.33932 4.52343 -1.32170
H 1.21914 4.79759 -2.95791
H -1.74067 2.33058 -2.94660
H -0.97490 1.64688 -4.34060
C -5.24099 1.90432 1.64513
C -5.59047 1.99074 0.17383
C -4.33011 1.96823 -0.68381
S -2.91434 2.58016 0.40373
O -2.53180 3.84810 -0.21858
O -2.07043 1.41305 0.69439
C -4.01108 2.90891 1.86782
H -5.09124 0.87758 1.97903
H -6.07054 2.29424 2.23497
H -6.18438 2.88889 0.00441
H -6.23817 1.14492 -0.05672
H -4.41725 2.58189 -1.58042
H -4.18673 0.92352 -0.95972
H -4.46403 3.89091 1.73132
H -3.39447 3.05843 2.75412
C 4.69903 -3.20136 2.02931
C 4.68705 -4.28793 0.84148
C 3.91606 -3.62223 -0.36319
S 4.21080 -1.80175 -0.25450
O 2.97335 -1.12206 0.07294
O 5.08349 -1.36691 -1.31805
C 5.16526 -1.91117 1.28264
H 5.28829 -3.50765 2.89364
H 3.70486 -3.06159 2.45378
H 4.35225 -5.25646 1.21290
H 5.70260 -4.31307 0.44635
H 2.85466 -3.71491 -0.13314
H 3.97488 -4.08980 -1.34605
H 5.31046 -0.95373 1.78297
H 6.15618 -2.11304 0.87590
C 0.44604 -1.14143 -5.45287
C 0.02078 -2.68849 -5.40511
C 0.13725 -2.95698 -3.90006
S 1.54614 -1.99309 -3.15028
O 2.60596 -2.96823 -3.19321
O 1.17147 -1.27691 -1.95147
C 1.70710 -0.89589 -4.66083
H -0.36951 -0.47098 -5.18181
H 0.57133 -0.82396 -6.48806
H 0.73286 -3.31585 -5.94127
H -0.96770 -2.85883 -5.83172
H 0.24226 -3.93541 -3.43130
H -0.64257 -2.50884 -3.28432
H 2.63046 -1.23206 -5.13253
H 2.04229 0.08517 -4.32429
*
```

***

No. 3
The following is a DFT calculation (ωB97M-V/def2-TZVPD) of C20H52Cu2O20PbS6 as an isolated structure at a distorted geometry.

As for the largest force on an atom: 8.6 eV/Å. The frontier orbital gap (spin up / spin down) is 0.2161 / 0.1099 Ha. Its energy is -8158.95097 Ha. As for the HOMO energy (spin up / spin down): -18.0134 / -18.0123 eV.

```
! RIJCOSX wB97M-V def2-TZVPD def2/J DEFGRID3
* xyz 4 3
Pb 4.11833 1.47069 -0.09191
Cu -1.66021 2.19267 4.30098
Cu 1.20690 2.68268 2.63940
O 1.63261 1.58396 0.66067
C 0.53544 0.78802 0.24869
C -0.53846 0.38311 1.44157
O -0.53509 1.12939 2.67307
H 0.85711 -0.05324 -0.36523
H -0.01181 1.37155 -0.49167
H -0.38804 -0.68272 1.61334
H -1.47477 0.53107 0.90349
O 0.50550 -5.92770 1.63358
S -0.89324 -6.15556 1.99014
O -1.34776 -7.14265 2.96681
O -1.54970 -4.67688 2.35099
C -1.29759 -3.49621 1.57540
C -2.51255 -2.95299 0.93978
C -1.83540 -6.43967 0.35150
H -0.52316 -3.91336 0.93172
H -0.81391 -2.85148 2.30922
H -2.82761 -3.60214 0.12280
H -2.37000 -1.97029 0.49024
H -3.21574 -2.77615 1.75364
H -1.70059 -7.48260 0.06477
H -1.26489 -5.89108 -0.39795
H -2.91345 -6.32723 0.46662
O 3.79100 -0.92312 -0.54251
S 3.57762 -2.27087 -0.94701
O 3.20402 -2.66737 -2.29960
O 4.80756 -3.30290 -0.34423
C 5.67557 -2.83934 0.70903
C 7.14598 -2.82321 0.13849
C 2.10799 -2.80356 0.16826
H 5.54059 -3.61427 1.46359
H 5.35877 -1.84193 1.01384
H 7.90063 -2.63175 0.90135
H 7.30336 -2.19203 -0.73611
H 7.33067 -3.84165 -0.20320
H 1.20161 -2.33820 -0.21906
H 2.12582 -2.18587 1.06617
H 2.20165 -3.83936 0.49450
O -4.55683 1.60973 -1.68188
S -3.88391 2.89375 -2.02761
O -3.11099 3.08629 -3.23359
O -5.03708 4.14527 -1.81797
C -6.41849 3.86335 -1.58999
C -7.42251 4.93665 -2.18151
C -2.81093 3.45865 -0.58562
H -6.43644 3.86373 -0.50014
H -6.64113 2.89898 -2.04664
H -7.20759 5.91370 -1.74875
H -8.48331 4.69117 -2.13115
H -7.25339 5.16248 -3.23437
H -3.15971 3.08905 0.37868
H -2.69092 4.54181 -0.56440
H -1.79513 3.06343 -0.59375
O 2.06128 1.06019 3.85173
S 2.12899 -0.31173 4.39149
O 2.29202 -1.40171 3.44118
O 3.32816 -0.41903 5.55084
C 3.59558 -1.70109 6.12596
C 3.61609 -1.58382 7.71362
C 0.71683 -0.56395 5.44939
H 4.56675 -1.92204 5.68313
H 2.91679 -2.49157 5.80584
H 4.26634 -0.79240 8.08636
H 4.09500 -2.43998 8.18874
H 2.60174 -1.61007 8.11175
H 0.54967 -1.61599 5.68040
H -0.08721 -0.16149 4.83324
H 0.84096 0.14579 6.26729
O -4.61513 0.00580 -5.82494
S -3.56469 -0.98305 -6.24859
O -2.87057 -0.84554 -7.56214
O -2.47938 -1.10827 -4.96846
C -2.64258 -0.30413 -3.85937
C -1.94700 -1.07211 -2.75309
C -4.18861 -2.78379 -6.04571
H -3.65866 -0.29614 -3.46489
H -2.17891 0.66568 -4.03982
H -1.94776 -0.62146 -1.76062
H -0.85777 -1.08539 -2.79175
H -2.32844 -2.08736 -2.64422
H -5.07526 -2.94937 -6.65771
H -4.37909 -2.80463 -4.97268
H -3.25599 -3.33220 -6.17828
O 3.02207 3.50609 -4.21253
S 2.69659 3.76722 -2.73173
O 3.26692 2.95699 -1.67925
O 3.11745 5.36100 -2.41102
C 3.45734 5.81085 -1.11865
C 3.09216 7.25136 -1.02735
C 0.84300 4.04401 -2.58963
H 4.52550 5.64759 -0.97556
H 2.94989 5.19665 -0.37476
H 3.60868 8.03209 -1.58571
H 2.78611 7.39744 0.00854
H 2.05641 7.29242 -1.36448
H 0.32345 3.17967 -3.00324
H 0.60074 5.02242 -3.00451
H 0.60813 4.05127 -1.52527
*
```